{
  "formula": "C79H104N6O11",
  "method": "wB97M-V/def2-TZVPD",
  "relative_energy_ev": 0.000,
  "energy_ev": -115067.918,
  "lumo_energy_ha": -0.0458,
  "smiles": "O=C1c2ccccc2C(=O)c2ccccc21.O=C1c2ccccc2C(=O)c2ccccc21.O=C1c2ccccc2C(=O)c2ccccc21.CC1(C)CCCC(C)(C)N1O.CC1(C)CCCC(C)(C)N1O.CC1(C)CCCC(C)(C)N1O.CC1(C)CCCC(C)(C)N1O.NC(N)=O",
  "spin_multiplicity": 1,
  "homo_ev": -7.831,
  "elements": ["O", "C", "C", "C", "C", "C", "C", "C", "C", "O", "C", "C", "C", "C", "C", "C", "H", "H", "H", "H", "H", "H", "H", "H", "O", "C", "C", "C", "C", "C", "C", "C", "C", "O", "C", "C", "C", "C", "C", "C", "H", "H", "H", "H", "H", "H", "H", "H", "O", "C", "C", "C", "C", "C", "C", "C", "C", "O", "C", "C", "C", "C", "C", "C", "H", "H", "H", "H", "H", "H", "H", "H", "C", "C", "C", "C", "C", "C", "C", "C", "C", "N", "O", "H", "H", "H", "H", "H", "H", "H", "H", "H", "H", "H", "H", "H", "H", "H", "H", "H", "H", "H", "C", "C", "C", "C", "C", "C", "C", "C", "C", "N", "O", "H", "H", "H", "H", "H", "H", "H", "H", "H", "H", "H", "H", "H", "H", "H", "H", "H", "H", "H", "C", "C", "C", "C", "C", "C", "C", "C", "C", "N", "O", "H", "H", "H", "H", "H", "H", "H", "H", "H", "H", "H", "H", "H", "H", "H", "H", "H", "H", "H", "C", "C", "C", "C", "C", "C", "C", "C", "C", "N", "O", "H", "H", "H", "H", "H", "H", "H", "H", "H", "H", "H", "H", "H", "H", "H", "H", "H", "H", "H", "N", "C", "N", "O", "H", "H", "H", "H"],
  "positions_angstrom": [[-6.7914, 4.2755, 5.3768], [-6.0190, 3.5073, 5.8990], [-6.1406, 3.2944, 7.3935], [-6.8592, 4.2421, 8.1233], [-6.9703, 4.1543, 9.4841], [-6.2519, 3.1396, 10.1319], [-5.5565, 2.1579, 9.4413], [-5.4536, 2.2402, 8.0415], [-4.5754, 1.3153, 7.2517], [-4.0847, 0.3287, 7.7471], [-4.1702, 1.7952, 5.8988], [-3.0959, 1.1506, 5.2308], [-2.8793, 1.3245, 3.8734], [-3.5655, 2.3889, 3.2754], [-4.4587, 3.1457, 3.9378], [-4.8970, 2.7811, 5.2384], [-7.2634, 5.1016, 7.6065], [-7.5217, 4.9313, 9.9946], [-6.3577, 2.9568, 11.1943], [-5.1450, 1.3183, 9.9827], [-2.4124, 0.5104, 5.7717], [-2.0050, 1.0136, 3.3191], [-3.3720, 2.7302, 2.2624], [-4.8188, 4.0845, 3.5360], [3.2509, 5.6700, -6.1540], [2.6883, 6.2382, -5.2343], [2.1794, 5.4328, -4.1130], [2.3814, 4.0568, -4.0521], [1.7108, 3.2976, -3.0915], [0.9544, 3.9264, -2.1235], [0.7196, 5.2828, -2.1494], [1.3577, 6.0435, -3.1173], [1.1448, 7.5289, -3.0483], [0.4516, 8.0994, -2.2422], [1.8110, 8.3203, -4.1526], [1.7129, 9.7053, -4.0764], [2.4087, 10.4726, -5.0009], [2.9467, 9.8773, -6.1341], [3.0658, 8.4919, -6.1709], [2.5385, 7.7043, -5.1651], [3.0415, 3.5346, -4.7295], [1.9872, 2.2600, -2.9566], [0.6215, 3.3091, -1.2944], [0.1627, 5.7559, -1.3521], [1.0803, 10.2382, -3.3821], [2.3983, 11.5540, -4.9409], [3.2941, 10.5537, -6.9031], [3.5609, 8.1356, -7.0649], [0.3527, -2.5269, -3.3322], [0.8368, -3.2149, -4.2005], [0.1789, -3.3900, -5.5484], [-1.0485, -2.7431, -5.7528], [-1.7214, -2.8509, -6.9790], [-1.2389, -3.7822, -7.9246], [0.0842, -4.1975, -7.8270], [0.7424, -4.0717, -6.6131], [2.0377, -4.8074, -6.4574], [2.5832, -5.4762, -7.2949], [2.7092, -4.6793, -5.0803], [3.8277, -5.4224, -4.8258], [4.4569, -5.4004, -3.5585], [3.8643, -4.6900, -2.5383], [2.7145, -3.9246, -2.7898], [2.1341, -3.9223, -4.0518], [-1.4813, -2.1714, -4.9434], [-2.6285, -2.2911, -7.1467], [-1.7650, -3.7715, -8.8714], [0.4601, -4.8952, -8.5639], [4.2331, -6.1620, -5.5028], [5.2835, -6.0663, -3.3548], [4.3132, -4.7268, -1.5540], [2.3018, -3.4309, -1.9203], [-5.1663, -4.7490, -2.0993], [-4.1542, -4.1749, -3.1272], [-2.8542, -4.9806, -2.9497], [-4.6541, -4.4537, -4.5376], [-5.7167, -3.4961, -5.0340], [-5.3388, -2.0491, -4.8415], [-4.8801, -1.7273, -3.4043], [-4.0756, -0.4332, -3.5947], [-6.0901, -1.4182, -2.4934], [-3.9258, -2.7419, -2.9148], [-3.3900, -2.3419, -1.6916], [-6.0787, -4.1633, -1.9851], [-5.3690, -5.8090, -2.2371], [-4.7007, -4.6335, -1.1131], [-1.9790, -4.3983, -3.2486], [-2.6255, -5.3974, -1.9683], [-2.8830, -5.8334, -3.6317], [-3.7753, -4.4083, -5.1896], [-5.0270, -5.4688, -4.6779], [-5.8916, -3.5107, -6.1180], [-6.7160, -3.7663, -4.6784], [-6.1646, -1.4052, -5.1521], [-4.5435, -1.7825, -5.5395], [-3.0635, -0.6699, -3.9281], [-3.9872, 0.1225, -2.6590], [-4.4629, 0.2043, -4.3901], [-6.7429, -2.2891, -2.4689], [-6.6212, -0.5028, -2.7489], [-5.7346, -1.2043, -1.4798], [-4.1137, -2.4590, -1.0514], [3.2855, 4.3935, 0.8961], [3.0809, 4.8896, 2.3640], [4.4334, 5.0957, 3.0591], [2.3400, 6.2333, 2.1437], [0.8336, 6.1306, 1.8371], [0.2279, 5.4485, 3.0427], [0.7808, 4.0239, 3.2727], [0.3038, 3.5724, 4.6508], [0.1904, 3.0943, 2.1544], [2.2274, 4.0672, 3.2511], [2.7525, 2.7684, 3.3705], [3.3677, 3.3031, 0.8296], [2.5193, 4.5432, 0.1280], [4.1591, 4.9419, 0.5448], [5.2099, 5.6633, 2.5398], [4.2723, 5.7677, 3.9091], [4.9004, 4.2014, 3.4672], [2.3130, 6.7915, 3.0901], [2.8696, 6.9146, 1.4745], [0.3938, 7.1134, 1.6746], [0.7520, 5.5355, 0.9229], [-0.8398, 5.3876, 2.7892], [0.1615, 6.1702, 3.8612], [0.0000, 2.5258, 4.7125], [-0.5323, 4.1556, 5.0421], [1.1331, 3.7250, 5.3427], [0.4839, 2.1052, 2.5088], [0.7804, 3.2741, 1.2550], [-0.8682, 3.2456, 1.9629], [2.5826, 2.3461, 2.5056], [2.7884, -1.2926, 3.1949], [3.9485, -0.9820, 2.2690], [5.1319, -0.3288, 2.9494], [4.5205, -2.3635, 1.7871], [5.4555, -2.2174, 0.5622], [4.7934, -1.4294, -0.5763], [4.2703, -0.0345, -0.1476], [5.3953, 0.9900, 0.1505], [3.3219, 0.5417, -1.2073], [3.4482, -0.3068, 1.0693], [2.6059, 0.7928, 1.3945], [3.0311, -1.8705, 4.0837], [2.3252, -0.3780, 3.5835], [1.9722, -1.6781, 2.5810], [6.0884, -0.1714, 2.4635], [4.7554, 0.7113, 2.9814], [5.2378, -0.4843, 4.0239], [5.1069, -2.8519, 2.5658], [3.7677, -3.0711, 1.4221], [6.3755, -1.7152, 0.8691], [5.6961, -3.1809, 0.1102], [4.0047, -2.0800, -0.9557], [5.6001, -1.2778, -1.2980], [6.2209, 0.3405, 0.4371], [5.1241, 1.8049, 0.8170], [5.7300, 1.5047, -0.7555], [3.7571, 0.5965, -2.2062], [3.1191, 1.5402, -0.8211], [2.4212, -0.0577, -1.3601], [1.8548, 0.5993, 0.8159], [2.7152, -6.3908, 2.2124], [1.5872, -5.4012, 2.3444], [1.4116, -4.6573, 3.6991], [1.7362, -4.2897, 1.2691], [0.4393, -3.5951, 0.9752], [-0.6077, -4.5912, 0.5127], [-0.9444, -5.6735, 1.5716], [-1.8798, -4.9926, 2.5970], [-1.7685, -6.7983, 0.9003], [0.3341, -6.1741, 2.0684], [0.1828, -7.2218, 3.0164], [3.7076, -5.9262, 2.1759], [2.7863, -7.1436, 2.9955], [2.6625, -6.8578, 1.2280], [1.2548, -5.4524, 4.4345], [2.3327, -4.1560, 4.0116], [0.6558, -3.8858, 3.8248], [2.4368, -3.5801, 1.7163], [2.2015, -4.7563, 0.3963], [0.0681, -3.0208, 1.8238], [0.7470, -2.9823, 0.1225], [-0.2186, -4.9918, -0.4280], [-1.4603, -3.9598, 0.2472], [-2.6949, -4.4351, 2.1334], [-1.3992, -4.3675, 3.3574], [-2.4402, -5.6217, 3.3036], [-1.4099, -6.8611, -0.1272], [-2.8485, -6.6608, 0.9105], [-1.5700, -7.7138, 1.4576], [-0.2507, -6.7535, 3.7487], [-1.7376, 0.2051, 0.7131], [-0.7660, 0.2484, -0.2437], [-0.8298, -0.7775, -1.1126], [0.2039, 1.0031, -0.1017], [-2.4608, -0.4837, 0.7315], [-1.6559, 0.9972, 1.3298], [-0.0915, -0.9479, -1.7745], [-1.7204, -1.2320, -1.2245]]
}